This record from the Open Molecules 2025 dataset describes a cluster of 11 separate species, C33H77N11O11 in total in a non-equilibrium geometry. The level of theory is the ωB97M-V functional and the def2-TZVPD basis.

Each atom is followed by the atoms it is bonded to, with distances in Å.
Cartesian coordinates (Å):
1 C 17.2808 -1.4943 21.6450  O2 1.245, N3 1.345, H6 1.101
2 O 17.4412 -2.0858 22.7282  C1 1.245
3 N 16.1555 -0.7955 21.4100  C1 1.345, C4 1.459, C5 1.463
4 C 16.0720 0.0698 20.2384  N3 1.459, H7 1.090, H8 1.090, H9 1.090
5 C 15.1200 -0.5627 22.4163  N3 1.463, H10 1.090, H11 1.090, H12 1.090
6 H 18.0171 -1.5468 20.8281  C1 1.101
7 H 15.2938 -0.2820 19.5611  C4 1.090
8 H 17.0655 0.1034 19.7912  C4 1.090
9 H 15.8711 1.1035 20.5199  C4 1.090
10 H 14.1437 -0.7779 21.9819  C5 1.090
11 H 15.1155 -1.3225 23.1978  C5 1.090
12 H 15.1191 0.3940 22.9385  C5 1.090
13 C 16.3027 1.8470 16.6789  O14 1.242, N15 1.383, H18 1.101
14 O 16.5838 2.5786 17.6419  C13 1.242
15 N 15.0262 1.3627 16.4593  C13 1.383, C16 1.485, C17 1.478
16 C 14.7712 0.1858 15.5901  N15 1.485, H19 1.090, H20 1.090, H21 1.090
17 C 13.8371 1.7659 17.2385  N15 1.478, H22 1.090, H23 1.090, H24 1.090
18 H 17.0181 1.4163 15.9614  C13 1.101
19 H 15.6209 -0.0291 14.9421  C16 1.090
20 H 13.8548 0.2812 15.0076  C16 1.090
21 H 14.6337 -0.6560 16.2688  C16 1.090
22 H 12.9161 1.8585 16.6629  C17 1.090
23 H 13.5454 1.0054 17.9628  C17 1.090
24 H 14.1362 2.7097 17.6943  C17 1.090
25 C 14.1385 -2.5877 13.8504  O26 1.264, N27 1.360, H30 1.101
26 O 15.0759 -2.9805 14.6026  C25 1.264
27 N 12.8107 -2.5554 14.1426  C25 1.360, C28 1.504, C29 1.460
28 C 11.7124 -2.2546 13.1604  N27 1.504, H31 1.090, H32 1.090, H33 1.090
29 C 12.3403 -2.8608 15.4911  N27 1.460, H34 1.090, H35 1.090, H36 1.090
30 H 14.2932 -2.2271 12.8217  C25 1.101
31 H 12.1315 -2.1530 12.1594  C28 1.090
32 H 11.2692 -1.3034 13.4554  C28 1.090
33 H 11.0537 -3.1222 13.1226  C28 1.090
34 H 13.1472 -3.1181 16.1772  C29 1.090
35 H 11.7433 -2.0702 15.9457  C29 1.090
36 H 11.7367 -3.7680 15.4614  C29 1.090
37 C 18.5623 -3.0374 16.1347  O38 1.247, N39 1.342, H42 1.101
38 O 19.6578 -3.1382 15.5471  C37 1.247
39 N 18.3536 -2.2157 17.1747  C37 1.342, C40 1.486, C41 1.454
40 C 16.9676 -1.9518 17.6423  N39 1.486, H43 1.090, H44 1.090, H45 1.090
41 C 19.3943 -1.3909 17.7672  N39 1.454, H46 1.090, H47 1.090, H48 1.090
42 H 17.6563 -3.6124 15.8882  C37 1.101
43 H 16.7541 -0.8877 17.5413  C40 1.090
44 H 16.8778 -2.1198 18.7155  C40 1.090
45 H 16.2446 -2.6047 17.1534  C40 1.090
46 H 20.4602 -1.5591 17.6136  C41 1.090
47 H 19.0620 -0.4211 17.3968  C41 1.090
48 H 19.1874 -1.6122 18.8143  C41 1.090
49 C 16.6008 -8.6611 16.3889  O50 1.233, N51 1.349, H54 1.101
50 O 17.6234 -8.5690 17.0713  C49 1.233
51 N 15.9384 -7.6314 15.8217  C49 1.349, C52 1.490, C53 1.470
52 C 14.6497 -7.7637 15.0860  N51 1.490, H55 1.090, H56 1.090, H57 1.090
53 C 16.4929 -6.2816 15.9976  N51 1.470, H58 1.090, H59 1.090, H60 1.090
54 H 16.1370 -9.5709 15.9774  C49 1.101
55 H 13.7514 -7.5041 15.6462  C52 1.090
56 H 14.5929 -8.7380 14.6006  C52 1.090
57 H 14.7179 -7.0148 14.2970  C52 1.090
58 H 16.6986 -5.8773 15.0065  C53 1.090
59 H 15.7880 -5.5966 16.4688  C53 1.090
60 H 17.4778 -6.2873 16.4645  C53 1.090
61 C 17.6130 -5.8891 19.5612  O62 1.189, N63 1.363, H66 1.101
62 O 16.6692 -5.7209 20.2644  C61 1.189
63 N 18.8259 -5.3564 19.8812  C61 1.363, C64 1.495, C65 1.469
64 C 19.1414 -4.4549 21.0319  N63 1.495, H67 1.090, H68 1.090, H69 1.090
65 C 20.0768 -5.5790 19.1436  N63 1.469, H70 1.090, H71 1.090, H72 1.090
66 H 17.8177 -6.4474 18.6346  C61 1.101
67 H 18.1612 -4.0673 21.3093  C64 1.090
68 H 19.7594 -3.6157 20.7126  C64 1.090
69 H 19.5770 -4.8170 21.9632  C64 1.090
70 H 20.6541 -4.6604 19.2482  C65 1.090
71 H 20.5143 -6.4340 19.6591  C65 1.090
72 H 19.8200 -5.7618 18.1002  C65 1.090
73 C 12.1816 -2.8595 18.8222  O74 1.185, N75 1.338, H78 1.101
74 O 12.8656 -1.9781 18.4236  C73 1.185
75 N 12.5152 -4.1556 18.8195  C73 1.338, C76 1.471, C77 1.374
76 C 11.5641 -5.0782 19.4577  N75 1.471, H79 1.090, H80 1.090, H81 1.090
77 C 13.6583 -4.7304 18.3198  N75 1.374, H82 1.090, H83 1.090, H84 1.090
78 H 11.1905 -2.6078 19.2302  C73 1.101
79 H 10.9369 -5.7075 18.8262  C76 1.090
80 H 10.9784 -4.4919 20.1658  C76 1.090
81 H 12.1509 -5.8250 19.9925  C76 1.090
82 H 13.4012 -5.6330 17.7656  C77 1.090
83 H 14.2488 -4.1650 17.5989  C77 1.090
84 H 14.2902 -4.9985 19.1665  C77 1.090
85 C 21.3549 0.0642 20.6393  O86 1.263, N87 1.359, H90 1.101
86 O 20.4697 -0.6610 21.1740  C85 1.263
87 N 22.6859 0.0264 20.9130  C85 1.359, C88 1.434, C89 1.456
88 C 23.6733 0.6714 20.0971  N87 1.434, H91 1.090, H92 1.090, H93 1.090
89 C 23.2891 -0.5391 22.1116  N87 1.456, H94 1.090, H95 1.090, H96 1.090
90 H 21.1635 0.6896 19.7536  C85 1.101
91 H 24.1956 1.4166 20.6971  C88 1.090
92 H 23.2172 1.2031 19.2620  C88 1.090
93 H 24.3373 -0.0098 19.5650  C88 1.090
94 H 23.9340 -1.3654 21.8125  C89 1.090
95 H 23.8807 0.1470 22.7177  C89 1.090
96 H 22.5052 -0.9049 22.7747  C89 1.090
97 C 21.5628 3.9110 18.3793  O98 1.234, N99 1.392, H102 1.101
98 O 21.4199 3.1670 19.3532  C97 1.234
99 N 21.0524 3.7524 17.0944  C97 1.392, C100 1.485, C101 1.488
100 C 21.2034 4.8021 16.0554  N99 1.485, H103 1.090, H104 1.090, H105 1.090
101 C 20.1973 2.6232 16.6375  N99 1.488, H106 1.090, H107 1.090, H108 1.090
102 H 22.1117 4.8587 18.4923  C97 1.101
103 H 20.2523 5.2898 15.8414  C100 1.090
104 H 21.5626 4.2964 15.1591  C100 1.090
105 H 21.9956 5.4791 16.3751  C100 1.090
106 H 20.4523 1.6972 17.1528  C101 1.090
107 H 19.1421 2.8000 16.8458  C101 1.090
108 H 20.3856 2.4332 15.5809  C101 1.090
109 C 20.3708 -3.0899 12.0684  O110 1.245, N111 1.367, H114 1.101
110 O 21.5304 -3.5430 12.0885  C109 1.245
111 N 19.3871 -3.6232 11.2830  C109 1.367, C112 1.477, C113 1.434
112 C 18.0431 -3.0411 11.4739  N111 1.477, H115 1.090, H116 1.090, H117 1.090
113 C 19.5912 -4.7418 10.4090  N111 1.434, H118 1.090, H119 1.090, H120 1.090
114 H 20.0011 -2.2912 12.7300  C109 1.101
115 H 17.2537 -3.7743 11.6396  C112 1.090
116 H 17.7909 -2.4873 10.5696  C112 1.090
117 H 18.0078 -2.3489 12.3151  C112 1.090
118 H 19.0010 -4.6008 9.5035  C113 1.090
119 H 20.6527 -4.9152 10.2323  C113 1.090
120 H 19.1953 -5.6811 10.7952  C113 1.090
121 C 24.0871 -1.1603 13.9588  O122 1.228, N123 1.359, H126 1.101
122 O 25.2828 -1.1495 13.6774  C121 1.228
123 N 23.6885 -1.3666 15.2411  C121 1.359, C124 1.451, C125 1.489
124 C 24.4931 -1.6173 16.4218  N123 1.451, H127 1.090, H128 1.090, H129 1.090
125 C 22.2369 -1.4534 15.5598  N123 1.489, H130 1.090, H131 1.090, H132 1.090
126 H 23.3216 -1.1566 13.1675  C121 1.101
127 H 24.1712 -2.5670 16.8492  C124 1.090
128 H 24.3199 -0.9407 17.2586  C124 1.090
129 H 25.5489 -1.8217 16.2436  C124 1.090
130 H 21.9298 -0.5905 16.1506  C125 1.090
131 H 21.5828 -1.4451 14.6879  C125 1.090
132 H 22.1104 -2.4058 16.0746  C125 1.090

net charge: +1
gap between HOMO and LUMO (spin up / spin down): 7.63 / 2.61 eV
energy relative to the best compared isomer or geometry (same formula, charge and spin): 164.6 kcal per mole
molecular weight: 804.0 g mol⁻¹
spin multiplicity: 2
energy: -2733.1372 hartree
HOMO (spin up / spin down): -10.4 / -10.4 eV

Here are the Löwdin charges for atoms 1 to 99, given in e:
1 C -0.330
2 O -0.022
3 N -0.168
4 C -0.055
5 C -0.038
6 H 0.097
7 H 0.078
8 H 0.079
9 H 0.099
10 H 0.086
11 H 0.084
12 H 0.098
13 C -0.319
14 O -0.021
15 N -0.172
16 C -0.063
17 C -0.033
18 H 0.126
19 H 0.084
20 H 0.084
21 H 0.065
22 H 0.085
23 H 0.076
24 H 0.089
25 C -0.310
26 O -0.066
27 N -0.172
28 C -0.015
29 C -0.056
30 H 0.134
31 H 0.083
32 H 0.091
33 H 0.091
34 H 0.046
35 H 0.094
36 H 0.094
37 C -0.314
38 O -0.019
39 N -0.178
40 C -0.022
41 C -0.012
42 H 0.113
43 H 0.070
44 H 0.066
45 H 0.075
46 H 0.077
47 H 0.096
48 H 0.065
49 C -0.326
50 O -0.019
51 N -0.170
52 C -0.022
53 C -0.049
54 H 0.138
55 H 0.079
56 H 0.090
57 H 0.084
58 H 0.092
59 H 0.071
60 H 0.062
61 C -0.222
62 O 0.205
63 N 0.001
64 C 0.049
65 C 0.051
66 H 0.131
67 H 0.080
68 H 0.102
69 H 0.141
70 H 0.111
71 H 0.141
72 H 0.113
73 C -0.376
74 O 0.023
75 N -0.188
76 C -0.029
77 C -0.089
78 H 0.146
79 H 0.091
80 H 0.090
81 H 0.089
82 H 0.096
83 H 0.068
84 H 0.092
85 C -0.273
86 O -0.057
87 N -0.182
88 C -0.071
89 C -0.044
90 H 0.113
91 H 0.100
92 H 0.072
93 H 0.081
94 H 0.090
95 H 0.092
96 H 0.086
97 C -0.297
98 O -0.016
99 N -0.172